(1)
99
Properties=species:S:1:pos:R:3:lowdin_charge:R:1 method="wB97M-V/def2-TZVPD" e_lumo_ev=3.943 total_charge=-2 orbital_gap_ha=0.2107 multiplicity=1
Zn -2.9220 -15.5425 14.9016 0.636
Cl -5.1978 -16.1610 9.5755 0.653
Cl -6.4976 -11.5675 12.0816 0.512
Cl -6.6262 -13.3975 9.5105 0.618
Cl -3.4875 -17.1080 11.8558 0.693
Cl -4.5924 -12.5444 14.5326 0.710
N -1.4552 -14.1376 15.6283 -0.008
N -1.3962 -16.8151 17.5658 0.020
N -1.5240 -16.9989 15.0890 -0.045
N -1.7532 -15.3838 17.8445 -0.002
C -5.9553 -14.9709 18.1448 -0.120
C -3.8241 -19.4589 17.8213 -0.057
C -5.0276 -15.1022 10.8939 -0.753
C -0.7648 -12.5585 13.9833 -0.153
C 1.3926 -17.2928 13.9979 -0.048
C -0.4903 -11.2320 13.6088 -0.070
C -4.2931 -15.5596 12.0047 -0.697
C -1.0283 -12.8530 15.3267 -0.165
C 0.9260 -13.8596 12.7701 -0.075
C -4.9174 -18.7146 15.6299 -0.017
C -0.4765 -16.8406 19.7773 -0.034
C -2.4421 -19.2141 15.6569 -0.089
C -0.5578 -13.6253 12.9280 -0.386
C -5.4020 -15.2802 16.8979 -0.178
C -1.2967 -11.6900 17.7059 -0.416
C -0.5134 -17.3032 18.4641 -0.241
C -0.8854 -11.6738 16.2635 -0.107
C -4.0997 -14.8055 13.1308 -0.192
C -2.8431 -11.8265 17.8709 -0.065
C -0.1557 -10.2539 14.5017 -0.140
C -0.3868 -10.4699 15.7995 -0.109
C -1.5003 -18.3849 14.9487 -0.207
C -5.0808 -14.7671 19.2569 -0.112
C -3.2081 -15.2886 17.8116 -0.285
C -1.4017 -21.2701 14.6689 -0.134
C -5.6874 -13.9085 10.8825 -0.724
C 0.3133 -17.4046 20.7207 -0.127
C -0.4994 -20.4350 14.0053 -0.070
C 1.0520 -19.0235 19.2157 -0.111
C -0.5307 -19.0477 14.1149 -0.149
C -4.0439 -15.3807 16.7040 -0.155
C 0.4322 -18.2690 13.2837 -0.356
C -3.5867 -18.7266 16.4937 -0.372
C -3.7089 -14.9008 19.0372 -0.087
C -0.3342 -17.5346 12.2280 -0.112
C -2.3179 -20.6790 15.4606 -0.049
C 1.2053 -18.4877 20.5351 -0.088
C 0.2371 -18.4894 18.2398 -0.027
C -4.7609 -13.5472 13.1395 -0.717
C -5.5398 -13.1442 12.0642 -0.593
C -1.2211 -13.2413 11.5927 -0.049
C -0.7051 -12.5898 18.7328 -0.123
C -0.7397 -16.5726 16.2817 -0.240
C -0.9361 -14.9832 16.6050 -0.273
H 2.2632 -17.0834 13.4170 0.067
H -4.7573 -19.0911 18.2215 0.072
H 1.0889 -14.5119 11.9040 0.066
H -1.0003 -10.6574 18.0577 0.116
H -1.2749 -22.3459 14.5102 0.091
H -2.3456 -13.2940 11.6675 0.085
H 0.4890 -12.6415 18.6324 0.108
H -5.5976 -17.9372 16.0458 0.076
H 1.0189 -19.0831 12.7885 0.125
H -0.9360 -18.2532 11.7660 0.043
H 1.5815 -17.5847 14.9882 0.047
H -3.2980 -17.7567 16.7206 0.045
H 0.9199 -16.3269 14.0591 0.045
H 1.5165 -19.9942 19.0780 0.085
H -4.0883 -20.5068 17.6696 0.053
H -6.0474 -15.2772 15.9971 0.089
H 0.3340 -16.8853 16.2148 0.116
H 0.1503 -14.5029 17.0522 0.182
H 1.8232 -18.9590 21.2076 0.047
H 1.4423 -14.1964 13.6948 0.088
H -0.9771 -14.5688 13.2562 0.086
H -0.9190 -12.2426 11.2859 0.052
H -2.8925 -19.3737 18.3776 0.078
H -4.6706 -18.5746 14.6720 0.009
H 1.4384 -12.8947 12.5181 0.086
H -0.8214 -13.9036 10.8074 0.075
H -0.0513 -9.7936 16.5764 0.099
H -0.8158 -12.2555 19.8042 0.080
H -0.3302 -11.0378 12.5926 0.071
H -5.3155 -19.7282 15.7637 0.073
H -3.0861 -12.7843 17.3059 0.070
H -5.5780 -14.4379 20.2701 0.112
H -0.9831 -16.8324 12.6819 0.008
H 0.2272 -16.9490 11.5621 0.063
H -1.1162 -16.0313 20.0680 0.092
H -3.0038 -21.2682 16.0133 0.074
H 0.2076 -20.9271 13.3573 0.088
H 0.2341 -17.0873 21.7316 0.078
H -7.0056 -14.7057 18.2965 0.077
H 0.0189 -9.2548 14.0869 0.096
H -3.1185 -14.6880 19.8697 0.074
H -3.3387 -10.9914 17.3143 0.072
H -3.1855 -11.7706 18.9554 0.089
H -0.0018 -19.0386 17.3440 0.102
H -0.9547 -13.6608 18.5870 0.035

(2)
96
Properties=species:S:1:pos:R:3:lowdin_charge:R:1 method="wB97M-V/def2-TZVPD" e_lumo_ev=-1.763 total_charge=0 orbital_gap_ha=0.2277 multiplicity=1 de_lowest_ev=0.000
In 1.0401 0.1536 1.0474 0.698
Se -1.4739 1.1909 0.2090 0.419
Se -1.2170 -1.9087 -1.9553 0.284
S 4.6616 2.5052 -1.3786 1.116
P -2.3926 -0.6361 -0.6969 0.167
O 1.3434 3.2768 1.2800 -0.015
O 1.0614 -7.5155 1.7382 0.071
O 0.6870 0.8038 5.0758 0.027
O 2.3578 -7.0077 0.0610 0.073
N 2.5033 1.1453 -0.9173 0.039
N 0.7403 1.8448 2.9843 0.078
N 1.6210 -1.8959 0.0508 0.040
N 0.0874 -1.4791 2.3122 0.065
N 1.6161 -6.7160 0.9970 -0.317
C -4.2982 -2.9948 2.8324 -0.086
C 3.1068 3.7031 -3.4369 -0.078
C -5.9495 1.3319 -2.9450 -0.091
C -3.1938 -1.5227 0.6714 -0.400
C -0.6376 -3.5898 3.9601 0.029
C 4.9578 -0.6786 3.1477 -0.090
C -4.0381 -0.1998 -2.9162 -0.122
C -4.1324 -1.6130 2.9210 -0.096
C -0.9689 -2.2847 4.2861 -0.010
C -1.6783 2.3866 -3.8044 -0.063
C -0.5914 -1.2476 3.4429 -0.080
C 0.7895 2.9081 -3.7222 -0.143
C -4.6428 1.0229 -0.8976 -0.095
C 5.5607 0.5816 1.1450 -0.038
C 0.5306 -2.7389 1.9954 -0.110
C 1.1947 3.0052 2.4829 -0.532
C 1.5114 3.9999 3.6287 -0.082
C 0.8610 1.7653 4.3576 -0.498
C 4.1888 0.7038 0.8032 -0.242
C 1.8849 3.7562 -4.0871 -0.029
C -0.3939 2.7312 -5.9566 -0.045
C 1.0021 1.9551 -2.7165 0.053
C -3.3384 -2.9196 0.5720 -0.106
C 1.2940 -3.0046 0.8072 -0.126
C -5.1147 0.4202 -3.5976 -0.082
C 1.7593 -4.3028 0.4836 -0.049
C -3.5799 -0.8887 1.8583 -0.131
C 2.2200 1.9512 -2.0092 -0.284
C -3.8966 -3.6407 1.6388 -0.077
C 3.7227 1.3628 -0.4417 -0.502
C 0.1409 -3.8351 2.8134 -0.123
C 1.3102 3.1428 4.8785 -0.097
C 2.5830 -4.4242 -0.6595 0.034
C 0.5026 -5.1563 2.4466 0.087
C -5.7103 1.6038 -1.6005 -0.088
C -0.8754 4.6350 -4.5087 -0.062
C 3.2864 2.7817 -2.3962 -0.465
C 2.2638 -2.0686 -1.1111 -0.115
C 3.6010 -0.4865 2.8326 -0.115
C 2.8324 -3.3045 -1.4372 -0.010
C 5.9253 -0.1235 2.3175 -0.089
C 3.1958 0.2003 1.6768 -0.154
C 1.2922 -5.3546 1.3446 -0.076
C -0.5203 3.1450 -4.4715 -0.550
C -3.8053 0.0818 -1.5739 -0.420
H -1.7995 2.6844 -2.7616 0.077
H -1.4036 2.7244 -6.3767 0.083
H -3.0269 -3.4597 -0.3293 0.067
H 2.3664 -1.1612 -1.7319 0.119
H -3.9843 -4.7296 1.5785 0.103
H -1.8861 4.7038 -4.9307 0.086
H -0.9347 5.0855 -3.5007 0.101
H -3.3246 -0.8846 -3.4527 0.064
H 6.3404 1.0735 0.5485 0.100
H 3.0211 -5.4218 -0.8364 0.114
H -0.1853 5.2299 -5.1181 0.073
H -5.2890 0.2147 -4.6543 0.102
H -0.0010 1.7209 -6.0743 0.086
H -4.4018 -1.0736 3.8367 0.110
H 3.9530 4.3450 -3.7664 0.119
H 1.7285 4.4443 -4.9261 0.108
H 6.9912 -0.2817 2.5502 0.106
H -1.5562 1.3044 -3.7996 0.073
H 0.2052 -6.0228 3.0651 0.146
H 5.2209 -1.2257 4.0523 0.103
H -3.4561 0.2053 1.9546 0.069
H -2.6223 2.5631 -4.3406 0.087
H 0.1624 1.3219 -2.3750 0.072
H 0.2529 3.3905 -6.5356 0.077
H 3.4676 -3.3664 -2.3544 0.132
H 2.5133 4.4323 3.5301 0.116
H -0.8575 -0.2157 3.6566 0.110
H -4.6735 -3.5711 3.6702 0.100
H -6.3736 2.2889 -1.0710 0.103
H -0.9574 -4.4683 4.5387 0.134
H -1.5634 -2.1090 5.1785 0.125
H 2.8719 -0.8497 3.5918 0.103
H -4.4244 1.3037 0.1392 0.077
H 2.2193 3.0362 5.5047 0.121
H -6.7809 1.8338 -3.4793 0.112
H 0.5891 3.5482 5.5993 0.114
H 0.8109 4.8289 3.5574 0.112

(3)
18
Properties=species:S:1:pos:R:3:nbo_charge:R:1 method="wB97M-V/def2-TZVPD" e_lumo_ev=-0.167 total_charge=0 orbital_gap_ha=0.3765 multiplicity=1 smiles=O.O.O.O.O.O de_lowest_ev=2.529
O -0.4003 1.8616 1.4656 -0.985
O -1.9313 2.8376 -0.8504 -0.996
O 2.1257 0.4076 -1.5634 -0.942
O 0.2137 -2.7074 1.9136 -0.978
O -0.8793 -2.4404 -1.3474 -0.970
O 0.2967 -0.4974 0.2886 -0.990
H 0.4967 2.2386 1.8676 0.507
H 0.5677 -1.9124 1.2936 0.493
H 2.4157 0.2846 -2.4154 0.481
H 2.6207 1.0916 -1.1814 0.476
H -1.6813 2.3856 0.0976 0.496
H -0.4843 -1.9704 -0.5474 0.489
H 0.8127 -0.3054 -0.4704 0.500
H -1.1563 2.3906 1.9496 0.506
H 0.4657 -3.4394 1.3946 0.455
H 0.1187 0.4096 0.6076 0.504
H -1.6673 -2.9054 -0.8494 0.465
H -1.9333 2.2716 -1.6534 0.489

(4)
68
Properties=species:S:1:pos:R:3:nbo_charge:R:1 method="wB97M-V/def2-TZVPD" e_lumo_ev=-10.292 total_charge=+3 orbital_gap_ha=0.1703 multiplicity=1 de_lowest_ev=0.305
Bi 0.2674 -0.1576 0.0308 1.190
S 0.8731 4.0537 -0.2990 0.105
P 0.2644 -0.2718 -2.7505 0.895
P -2.3998 0.3747 -0.1018 0.964
P -0.4042 -2.8028 -0.2107 0.936
N -0.5568 -0.8167 2.4152 -0.567
C -3.2125 0.8369 1.4750 -0.930
C 3.2093 2.1253 2.3665 -0.173
C 3.9366 1.4204 0.1715 -0.137
C 2.0938 2.7733 1.8166 -0.274
C -1.2888 -3.5453 -1.6479 -0.930
C 0.8837 1.2541 -3.5279 -0.940
C 2.8600 2.1068 -0.3999 -0.320
C -2.8954 1.7982 -1.1455 -0.941
C -0.8947 -1.0799 3.4978 0.528
C -2.1547 -2.6655 4.9332 -0.590
C 4.1370 1.4626 1.5509 -0.230
C 4.1241 4.6449 -0.2981 -0.424
C 1.1543 -3.7689 -0.2159 -0.946
C -1.2760 -1.4011 4.8527 -0.560
C 1.9747 2.8352 0.4207 -0.158
C 1.4437 -1.5287 -3.3897 -0.940
C -1.2535 -0.6020 -3.7295 -0.937
C 2.9590 5.3083 -0.4259 -0.442
C -1.3268 -3.6037 1.1636 -0.929
C -3.5780 -0.9050 -0.6938 -0.942
H -2.6360 1.6251 1.9763 0.271
H -2.8302 1.5532 -2.2147 0.252
H 2.7536 2.1582 -1.4908 0.218
H -1.6743 -1.5901 -3.5033 0.252
H -1.6213 -3.5353 4.5339 0.218
H -2.4471 -2.8995 5.9611 0.271
H -2.2987 -3.1306 -1.7329 0.254
H 5.0177 0.9824 1.9900 0.252
H -2.2492 2.6621 -0.9289 0.281
H -3.0728 -2.5332 4.3502 0.216
H -0.7552 -3.3717 -2.5863 0.249
H -1.5382 -4.6520 0.9079 0.284
H -0.9849 -0.5637 -4.7960 0.289
H 1.8415 -3.3856 -0.9812 0.256
H 3.3617 2.1620 3.4428 0.247
H 1.0704 -2.5540 -3.2509 0.249
H -2.2713 -3.0798 1.3450 0.247
H 1.8211 1.5744 -3.0581 0.261
H -3.2878 -0.0342 2.1389 0.257
H 4.6566 0.9033 -0.4689 0.231
H -0.7371 -3.5622 2.0844 0.264
H 2.4937 5.7602 0.4633 0.196
H -0.3603 -1.5424 5.4525 0.298
H 1.3567 3.3015 2.4362 0.237
H -4.2210 1.2117 1.2443 0.282
H 1.5982 -1.3365 -4.4629 0.287
H 0.1474 2.0614 -3.4083 0.270
H 4.6658 4.2737 -1.1715 0.203
H -3.5280 -1.8077 -0.0661 0.250
H -4.5957 -0.4824 -0.6234 0.293
H 2.4070 -1.4320 -2.8653 0.265
H -1.3617 -4.6283 -1.4739 0.287
H 0.9308 -4.8281 -0.4151 0.285
H -3.9376 2.0526 -0.8919 0.285
H 1.0637 1.0615 -4.5971 0.282
H -1.8091 -0.5371 5.2857 0.292
H 2.6059 5.6391 -1.4107 0.217
H 1.6388 -3.6696 0.7643 0.271
H -2.0168 0.1614 -3.5279 0.250
H 0.6421 4.7890 0.7668 0.161
H -3.3809 -1.1720 -1.7426 0.254
H 4.6028 4.5498 0.6668 0.208

(5)
13
Properties=species:S:1:pos:R:3:nbo_charge:R:1 method="wB97M-V/def2-TZVPD" e_lumo_ev=0.014 total_charge=0 orbital_gap_ha=0.3308 multiplicity=1 de_lowest_ev=4.660
O 0.7592 -0.6646 2.2239 -0.633
N 1.3910 0.1416 0.1885 -0.469
N -0.3298 1.0619 1.4083 -0.584
C 0.8574 0.3484 1.4382 0.714
C 0.2330 -0.3361 -1.9392 -0.655
C 0.2704 0.0420 -0.4966 0.246
C -0.8837 0.2340 0.3565 -0.294
H -0.2909 -0.9724 1.4814 0.358
H 1.1811 -0.7918 -2.2315 0.241
H -1.8693 0.4611 -0.0436 0.225
H 0.0630 0.5518 -2.5584 0.235
H -0.7968 0.9631 2.3026 0.388
H -0.5845 -1.0388 -2.1301 0.230

(6)
17
Properties=species:S:1:pos:R:3:nbo_charge:R:1 method="wB97M-V/def2-TZVPD" e_lumo_ev=1.149 total_charge=0 orbital_gap_ha=0.3778 multiplicity=1 smiles="C[C@H]1CC=CCO1" de_lowest_ev=0.682
O -1.0497 0.0114 -0.7785 -0.530
C -0.6243 1.2467 1.2706 -0.229
C 0.6899 1.2170 1.0734 -0.185
C 1.2187 0.2689 0.0442 -0.470
C -1.6237 0.7465 0.2721 -0.107
C 0.0772 -0.6981 -0.2787 0.100
C 0.4582 -1.7087 -1.3768 -0.624
H 1.5749 0.7715 -0.8562 0.220
H -2.0967 1.6307 -0.1694 0.202
H -0.3399 -2.4374 -1.5263 0.219
H 1.3853 -2.2378 -1.1367 0.209
H -2.4255 0.1842 0.7719 0.171
H -1.0550 1.7660 2.1078 0.208
H 0.6196 -1.2184 -2.3568 0.220
H -0.2504 -1.0202 0.7551 0.174
H 2.0684 -0.2877 0.4662 0.215
H 1.3729 1.7656 1.7181 0.208

(7)
43
Properties=species:S:1:pos:R:3:nbo_charge:R:1 method="wB97M-V/def2-TZVPD" e_lumo_ev=-2.579 total_charge=+1 orbital_gap_ha=0.3379 multiplicity=1 de_lowest_ev=0.000
O 3.1884 1.6535 1.7468 -0.961
O 0.9699 1.9203 -2.7140 -0.959
O 3.4566 0.3760 -0.5852 -0.993
O -2.2469 -3.0085 0.3049 -0.993
O -0.4934 -0.4159 -2.2471 -1.017
O -3.5724 -0.6600 1.9657 -0.935
O -3.1373 -0.7867 -0.9974 -0.991
O 2.0996 -1.3807 -2.2650 -1.001
N 0.3167 -1.8370 -0.1430 -0.715
C 0.0437 -0.8771 2.1336 -0.475
C -1.1480 3.3824 -0.1561 -0.369
C 0.8971 -1.7298 1.2280 -0.219
C 0.2372 0.5492 1.6488 -0.200
C -0.7340 1.3561 1.2308 -0.203
C -0.5013 2.7466 0.8114 -0.219
H 1.2118 -2.7025 1.6057 0.224
H -4.1399 -1.4257 1.8085 0.474
H 3.2207 2.5570 2.0860 0.491
H -0.5102 0.5469 -2.3101 0.529
H 2.5784 -1.6353 -3.0644 0.482
H -1.7563 1.0434 1.0375 0.198
H 0.4002 -0.9524 -0.6717 0.475
H 0.4527 3.1600 1.1373 0.194
H 1.8177 1.6072 -3.0552 0.483
H 3.2444 1.1594 -0.0349 0.519
H -1.0188 -1.1286 2.1421 0.254
H 2.7534 -0.8268 -1.7962 0.506
H 1.8552 -1.2141 1.1022 0.216
H 1.1347 1.0530 2.0018 0.211
H -0.0001 -0.9225 -2.8926 0.513
H 0.9322 -2.5347 -0.5468 0.445
H -2.7543 -2.1997 0.0802 0.506
H -2.5696 -0.7658 -1.7869 0.513
H -3.7434 -0.0614 -1.2004 0.494
H 0.3738 -0.8769 3.1632 0.240
H -1.9591 2.9299 -0.7225 0.186
H -2.6445 -3.7866 -0.1030 0.495
H -0.9194 4.3827 -0.4828 0.212
H -0.6915 -2.0156 -0.1906 0.466
H 4.2254 0.5945 -1.1191 0.482
H 1.1674 2.5079 -1.9768 0.484
H 3.2531 1.1156 2.5510 0.493
H -3.4001 -0.3496 1.0672 0.465

(8)
19
Properties=species:S:1:pos:R:3:nbo_charge:R:1 method="wB97M-V/def2-TZVPD" e_lumo_ev="-6.158 / -6.158" total_charge=+1 orbital_gap_ha="0.1906 / 0.1906" multiplicity=1 de_lowest_ev=3.909
S -3.1784 -0.5069 -0.0443 0.336
N 1.8863 -0.7367 -0.1178 -0.598
C 0.8967 1.0401 1.0092 -0.526
C 0.9246 -0.3291 0.7855 -0.003
C -2.2222 2.0436 -0.6013 -0.744
C 2.2336 -2.2116 -0.0758 -0.416
C -1.9442 0.6226 -0.6044 0.007
H -2.3996 -1.5354 -0.4580 0.171
H 2.0354 -2.6012 -1.1288 0.202
H 1.6896 1.6953 0.7100 0.212
H -0.9087 0.2343 -0.8364 0.280
H 3.2304 -2.5625 0.3032 0.223
H 0.1700 1.4834 1.5545 0.181
H -3.1788 2.2919 -0.2169 0.254
H -1.4420 2.3812 0.0915 0.309
H 0.3591 -0.9561 1.4079 0.212
H 1.5001 -2.6512 0.5739 0.195
H -1.9724 2.4532 -1.5819 0.300
H 2.3205 -0.1548 -0.7701 0.405